# C24H35N2O2

2 unconnected molecules or ions with the total composition C24H35N2O2 (ωB97M-V with the def2-TZVPD basis set, the OMol25 dataset).

charge: +1
HOMO-LUMO gap: 4.964 eV
strongest force on any atom: 3.86 eV/A

```
63
Properties=species:S:1:pos:R:3:forces:R:3
O 3.36839 -0.83320 2.65905 -1.3 -1.5 -0.1
O 1.98258 -1.17990 0.88192 1.0 0.4 0.6
N -0.83243 3.50501 -2.20048 -2.1 -2.4 0.7
N 0.56622 -3.20973 2.08634 1.8 -0.4 -0.5
C 3.83435 0.23280 1.89590 0.8 1.2 -0.6
C -2.07746 -0.58249 1.24709 -0.3 0.1 0.4
C 0.00330 -0.53752 -3.53487 0.1 -0.2 0.0
C -0.92958 4.78809 -1.46551 -0.4 0.1 0.3
C -0.11972 0.67299 -2.90234 -0.4 0.4 0.4
C -1.10054 -1.36477 -3.68118 -0.2 0.2 0.1
C -1.63214 -2.78531 3.20353 -0.3 -0.1 0.4
C 1.20087 5.54708 -2.62527 0.0 0.0 0.0
C -2.64023 -1.65731 3.47612 0.0 0.0 -0.1
C -0.19433 3.65574 -3.52740 0.6 -0.4 -0.3
C 0.54539 -4.69606 2.14081 -0.6 0.8 0.2
C 1.22477 4.20599 -3.38091 0.1 0.1 0.2
C 2.00278 -5.16951 2.28326 -0.1 0.1 -0.1
C -1.54382 2.38828 -1.83184 1.7 3.2 -1.3
C 2.83952 -3.90355 2.57181 0.2 0.0 -0.2
C -1.37065 1.10361 -2.39601 0.3 -1.3 -0.7
C 0.45947 5.41505 -1.28030 0.3 -0.2 -0.2
C -0.63396 -2.43836 2.14363 0.3 0.3 -0.4
C 1.85071 -2.72696 2.67544 -1.4 -0.2 0.6
C -3.20323 -1.10324 2.16109 0.0 0.0 0.0
C -2.32869 -0.98989 -3.15191 0.0 -0.2 -0.1
C 2.38910 -1.49505 1.97827 -0.6 -0.5 -0.4
C -0.85211 -1.44174 1.27079 0.1 -0.7 0.2
C -2.46630 0.20978 -2.49732 0.4 0.8 0.2
H -3.94226 -0.31616 2.35828 0.2 -0.1 0.0
H -3.17957 -1.64069 -3.26108 -0.1 -0.1 0.0
H -1.43299 4.62219 -0.50563 0.2 -0.1 -0.2
H -1.57620 5.45636 -2.04294 0.1 0.0 -0.1
H 2.22436 5.92014 -2.47366 -0.3 -0.2 0.1
H 3.53151 -3.69956 1.74995 -0.1 -0.1 0.0
H -2.44086 -0.49217 0.21450 0.0 -0.1 0.1
H -0.08587 -1.26110 0.53559 0.0 0.0 -0.1
H -2.14448 -0.84919 4.02891 0.0 -0.1 -0.1
H 0.38077 6.39238 -0.78553 -0.2 -0.3 -0.2
H 1.70193 4.30877 -4.36474 -0.3 0.0 0.2
H -0.81356 4.34589 -4.10928 -0.1 0.2 0.3
H 4.67425 0.70297 2.41111 -0.2 -0.2 0.1
H 3.02632 0.95655 1.77007 0.2 0.1 -0.2
H -3.75830 -1.89565 1.64527 0.1 0.0 0.0
H 1.65572 -2.48571 3.72767 0.3 0.2 0.1
H 1.83783 3.48397 -2.82799 -0.1 0.0 0.0
H 0.06984 -5.08214 1.23298 0.1 0.0 0.1
H -0.22403 2.70737 -4.07216 0.0 0.3 0.3
H -1.00299 -2.30687 -4.19415 0.0 -0.2 -0.1
H -2.37733 2.54507 -1.16644 0.1 0.2 0.7
H -3.41933 0.50510 -2.09194 -0.2 0.0 0.1
H 0.70407 6.30395 -3.24558 0.0 -0.1 0.1
H 2.34224 -5.66493 1.36450 -0.1 0.2 0.2
H -0.06605 -5.01915 2.98970 0.1 -0.2 0.1
H 4.15840 -0.13675 0.91892 0.0 0.3 0.1
H 3.45547 -4.00350 3.47329 -0.3 0.1 -0.2
H 0.96216 -0.85096 -3.91205 0.2 0.0 0.0
H -1.09098 -3.04982 4.12033 -0.1 0.0 0.0
H 2.10732 -5.91307 3.08321 -0.1 0.3 -0.1
H -1.80428 0.43621 1.55139 0.0 0.1 0.0
H -3.44815 -2.01200 4.13139 0.2 0.0 -0.2
H 1.04619 4.78405 -0.60310 -0.1 0.0 -0.1
H 0.74784 1.29177 -2.74511 0.2 0.1 0.0
H -2.16124 -3.69316 2.89461 -0.1 0.0 0.1
```
Forces are in eV/Å.